The following is a DFT calculation (wB97M-V/def2-TZVPD) of a structure of composition C2H3NO3.

Calculated total energy = -9749.5951 eV
LUMO energy = 0.8 eV

```
! wB97M-V def2-TZVPD RIJCOSX def2/J DEFGRID3
* xyz 0 1
C 0.0829 -0.4952 -0.2266
C -0.7122 0.3026 0.6102
N -2.4931 -0.0034 0.0287
O -3.2745 0.8835 0.1704
O -2.6158 -1.0870 -0.4643
O -0.2482 -0.8834 1.1136
H -0.3750 -0.9533 -1.0898
H 1.0898 -0.1498 -0.4307
H -0.5906 1.2222 0.9325
*
```

The following is a DFT calculation (wB97M-V/def2-TZVPD) of a cluster of 2 separate species, C2H2F3NO in total.

SMILES = [O-][N+]#CF.FCF
Calculated total energy = -13791.3324 eV
LUMO energy = -0.9 eV

```
! wB97M-V def2-TZVPD RIJCOSX def2/J DEFGRID3
* xyz 0 1
O 2.0899 2.7600 0.6028
N 2.1050 1.6099 0.4389
C 1.5818 0.5874 0.2089
F 1.8865 -0.6733 0.1034
F -2.4277 -1.3669 -1.0377
C -1.4548 -0.8754 -0.3241
F -2.0160 0.0090 0.5695
H -0.7504 -0.2835 -0.8390
H -1.0143 -1.7671 0.2772
*
```

The following is a DFT calculation (wB97M-V/def2-TZVPD) of a cluster of 2 separate species, C4H14N2O in total.

SMILES = CNCCCN.O
Calculated total energy = -9402.3545 eV
LUMO energy = 0.7 eV

```
! wB97M-V def2-TZVPD RIJCOSX def2/J DEFGRID3
* xyz 0 1
C -1.9037 -1.9328 -0.3648
N -1.6057 -0.9155 0.5940
C -0.1726 -0.7180 0.8004
C 0.1129 0.5439 1.5877
C -0.0281 1.8105 0.7501
N 0.9581 1.9654 -0.3365
H -1.6114 -2.9100 0.0344
H -1.3766 -1.8475 -1.3284
H -2.9698 -1.9829 -0.5656
H -2.0989 -0.0507 0.4354
H 0.3873 -0.7446 -0.1459
H 0.1882 -1.5884 1.3560
H -0.5683 0.5832 2.4405
H 1.1528 0.4965 1.9243
H -1.0044 1.8959 0.2636
H 0.0027 2.6925 1.3978
H 1.8816 1.6323 -0.0428
H 0.6724 1.3246 -1.0685
O 2.2969 -0.2002 -2.4257
H 2.5864 0.6653 -2.7522
H 3.1001 -0.7195 -2.5537
*
```

The following is a DFT calculation (wB97M-V/def2-TZVPD) of the ion C8H21N2P2 with charge +1.

SMILES = C[C@@H]1[C@@H](C)[NH2+][C@H](C)[C@@H](C)N1[PH]#[PH2]
Calculated total energy = -30185.7781 eV
LUMO energy = -2.8 eV

```
! wB97M-V def2-TZVPD RIJCOSX def2/J DEFGRID3
* xyz 1 1
C -0.9408 -2.2917 0.5540
C -0.3871 -0.9198 0.8815
C -1.3076 0.2645 0.8056
C -2.4463 0.2705 1.9157
N -0.4566 1.4909 0.9679
C 0.1983 1.8981 -0.3258
C -0.6799 1.9592 -1.4580
C 1.3389 0.7543 -0.4082
C 2.4003 0.7978 0.6963
N 0.6424 -0.4933 -0.5267
P 1.7713 -1.7977 -1.0167
P 0.6593 -2.5461 -2.7949
H -1.7249 -2.2464 -0.2093
H -1.4342 -2.6961 1.4422
H -0.2190 -2.9769 0.2861
H 0.3260 -0.8790 1.6882
H -1.8638 0.3370 -0.1122
H -3.1553 1.0971 1.9264
H -2.1461 0.0445 2.9110
H -3.0689 -0.5596 1.5576
H -1.1261 2.2363 1.2399
H 0.3158 1.3515 1.5980
H 0.5883 2.9148 -0.1110
H -0.7685 0.9475 -1.9290
H -0.2810 2.5691 -2.2328
H -1.6572 2.3958 -1.1872
H 1.9778 0.9579 -1.2469
H 2.3710 1.4866 1.5665
H 3.3983 0.8753 0.3079
H 2.3512 -0.1150 1.2300
H 2.5057 -0.7902 -1.8172
H 1.8522 -2.3645 -3.5177
H 0.9668 -3.9723 -2.6813
*
```